68
Properties=species:S:1:pos:R:3 method="wB97M-V/def2-TZVPD" charge=+2 orbital_gap_ev="7.72 / 8.51" fmax_ev_per_a=1.44 s2=0.757 multiplicity=2
Co 0.345 0.802 -0.806
O 0.606 -0.744 0.728
O 2.444 0.874 -1.201
O 1.443 1.715 1.146
N -0.543 -0.757 -1.904
N 4.548 1.514 -0.746
N -3.988 -0.455 2.882
N 0.502 2.644 -2.023
N 0.852 -1.412 2.858
N -3.458 -1.220 0.725
N -1.671 1.510 -0.343
C -2.669 -3.683 -0.976
C -3.677 -2.765 2.509
C 1.003 -1.132 4.272
C 0.814 -0.476 1.919
C 1.014 0.996 2.290
C -3.915 -1.691 3.349
C -3.797 -0.286 1.592
C -2.471 2.088 -1.437
C -0.615 3.089 -2.867
C -1.854 3.356 -2.019
C -3.215 -3.602 0.247
C 5.012 1.202 -2.084
C -0.443 -0.930 -3.219
C 2.854 1.779 0.994
C -1.848 -2.861 -3.158
C -1.281 -1.618 -1.209
C 5.589 1.996 0.133
C 0.752 -2.807 2.458
C 3.278 1.345 -0.413
C -1.951 -2.702 -1.772
C -3.424 -2.485 1.158
C -1.096 -1.956 -3.884
H 5.816 0.471 -2.039
H 0.046 1.420 2.578
H 1.319 2.488 -2.609
H 1.277 -3.433 3.173
H -0.820 2.300 -3.593
H -2.742 -4.649 -1.462
H 6.006 2.926 -0.259
H 1.721 1.129 3.111
H -3.941 0.718 1.211
H 0.191 -0.241 -3.756
H -2.181 0.695 -0.004
H 3.345 1.128 1.725
H -3.683 -3.778 2.875
H 5.395 2.103 -2.562
H 2.055 -1.183 4.568
H 0.602 -0.152 4.519
H -3.481 2.323 -1.082
H -1.310 -1.476 -0.143
H 6.392 1.258 0.175
H 3.160 2.819 1.163
H 0.739 3.404 -1.385
H 0.453 -1.875 4.848
H -1.598 4.043 -1.208
H -2.601 3.849 -2.639
H 4.193 0.798 -2.669
H -1.015 -2.045 -4.955
H -3.630 -4.520 0.645
H -0.353 4.007 -3.407
H -0.289 -3.127 2.404
H -4.074 -1.811 4.414
H -2.355 -3.674 -3.653
H 5.230 2.170 1.141
H -1.649 2.186 0.419
H 1.199 -2.931 1.474
H -2.558 1.333 -2.220

=====

121
Properties=species:S:1:pos:R:3 method="wB97M-V/def2-TZVPD" charge=+1 orbital_gap_ev=6.15 fmax_ev_per_a=1.39
Se -0.579 -1.220 3.351
Se 1.519 -0.200 3.145
Se -1.579 -0.041 1.565
Se 2.005 -0.902 1.010
Ge -2.409 1.605 3.175
Ti 0.253 0.215 -0.417
S -0.017 2.338 0.699
O 2.118 8.463 -1.396
O 2.705 7.189 -3.100
N 1.754 0.905 -2.785
N -1.143 1.161 -1.843
N 0.491 -1.545 -1.702
N 1.907 0.930 -1.425
N -0.704 1.099 -3.136
N -2.462 -1.854 -0.708
N 0.316 -1.156 -3.001
N -4.142 -3.181 -1.205
C -2.158 2.043 -1.838
C 0.625 3.757 -0.128
C 5.200 1.279 0.032
C -4.020 1.599 -0.248
C 0.176 -3.344 -2.998
C 0.929 4.869 0.657
C -5.060 2.090 0.530
C -3.092 3.816 -0.394
C -0.253 3.492 6.939
C 3.360 2.146 1.294
C 1.577 -5.887 0.225
C 4.180 2.248 2.406
C 1.643 6.083 -1.301
C 3.662 1.920 -2.392
C 1.368 -4.980 -0.799
C -0.374 2.110 6.882
C 0.429 -2.894 -1.700
C 3.854 1.656 0.088
C -2.857 -1.632 -2.011
C -3.898 -2.444 -2.335
C -5.107 3.435 0.859
C 0.305 -4.502 1.714
C -4.107 4.293 0.419
C -0.691 4.270 5.878
C 2.205 7.274 -2.015
C -4.719 -0.202 2.904
C -1.416 1.919 -3.924
C 1.426 6.022 0.074
C 2.929 1.701 -4.851
C -6.099 -0.994 4.705
C 0.095 -2.220 -3.789
C 3.101 1.531 -1.176
C 0.813 3.826 -1.508
C 1.329 4.974 -2.080
C -1.365 2.276 4.694
C -0.930 1.501 5.767
C -4.268 0.499 5.153
C -3.274 -3.429 1.102
C -2.359 2.538 -3.128
C -0.239 -2.126 -5.238
C 0.097 -3.592 0.690
C 0.644 -3.808 -0.570
C -3.259 -2.799 -0.247
C 6.015 1.366 1.147
C -3.045 2.465 -0.737
C 5.509 1.856 2.341
C 1.055 -5.646 1.488
C -3.953 0.547 3.797
C 2.791 1.514 -3.380
C -1.194 2.089 -5.388
C -5.789 -0.961 3.352
C -1.239 3.662 4.759
C -5.332 -0.269 5.603
B 0.538 0.281 -3.494
H -4.853 -3.884 -1.100
H -4.139 5.342 0.681
H -6.379 -1.532 2.646
H 3.773 2.641 3.329
H 0.627 -1.830 -5.832
H -1.582 4.264 3.924
H 0.169 3.961 7.818
H -6.930 -1.591 5.058
H -0.354 2.758 -5.579
H 1.785 -5.168 -1.780
H -3.670 1.063 5.860
H -2.339 4.491 -0.782
H 0.772 4.814 1.727
H 6.144 1.936 3.214
H 2.879 0.747 -5.375
H -5.556 -0.308 6.661
H 5.601 0.890 -0.895
H 4.589 2.451 -2.523
H 0.551 2.994 -2.145
H -0.121 -4.311 2.690
H -2.726 2.821 2.309
H 1.238 -6.345 2.293
H -4.460 -0.199 1.852
H -0.615 5.349 5.923
H 0.047 -4.366 -3.310
H -2.628 -4.308 1.124
H 2.334 2.461 1.377
H -0.584 -3.095 -5.589
H 1.671 8.404 -0.546
H -0.527 -2.726 0.841
H -0.036 1.506 7.715
H 7.048 1.052 1.079
H -0.988 1.138 -5.875
H 3.888 2.164 -5.065
H 0.726 0.285 -4.663
H -4.466 -2.556 -3.242
H 1.500 5.030 -3.146
H -2.086 2.521 -5.835
H -5.853 1.428 0.853
H -4.286 -3.740 1.359
H -2.927 -2.734 1.863
H -1.027 -1.390 -5.402
H -2.370 -0.906 -2.638
H -3.993 0.556 -0.546
H -5.932 3.819 1.445
H -1.022 0.423 5.738
H 2.141 2.344 -5.244
H 2.150 -6.784 0.036
H -3.109 3.248 -3.427
H 1.676 6.854 0.723

=====

8
Properties=species:S:1:pos:R:3 method="wB97M-V/def2-TZVPD" charge=+2 orbital_gap_ev="7.28 / 7.33" fmax_ev_per_a=2.65 s2=0.754 multiplicity=2
Ce 2.378 0.082 0.084
O 0.619 1.368 -0.022
O 0.582 -1.173 -0.347
C -0.435 0.707 0.524
C -0.440 -0.647 0.407
Li -0.090 -0.350 -2.128
H -1.322 -1.265 0.589
H -1.293 1.277 0.892

=====

11
Properties=species:S:1:pos:R:3 method="wB97M-V/def2-TZVPD" orbital_gap_ev=10.93 fmax_ev_per_a=3.41
O -0.077 1.495 -0.319
O 2.950 -0.896 0.194
N 0.699 -0.543 0.249
C -1.770 0.038 -0.047
C 2.012 -0.185 -0.060
C -0.321 0.336 0.012
H 0.548 -1.455 0.654
H 2.067 0.794 -0.559
H -1.711 1.013 -0.691
H -2.306 0.407 0.827
H -2.092 -1.005 -0.259

=====

46
Properties=species:S:1:pos:R:3 method="wB97M-V/def2-TZVPD" charge=+2 orbital_gap_ev="6.18 / 3.99" fmax_ev_per_a=7.49 s2=2.013 multiplicity=3
W -2.146 1.618 -1.362
Cl -0.426 1.987 -2.965
O 2.769 0.528 0.511
O 0.030 2.943 0.569
O -2.900 -0.095 1.492
N -0.828 -0.220 -0.935
N 3.105 -1.286 1.785
C 0.487 -2.350 0.314
C -3.082 3.240 -2.567
C 5.355 -0.174 1.704
C -3.609 1.983 -3.031
C 1.125 -1.112 0.171
C -0.797 2.482 -0.115
C 2.895 -2.635 2.346
C -2.806 0.488 0.500
C -3.503 1.417 -4.412
C -0.740 -2.524 -0.326
C 2.058 -2.647 3.613
C -4.229 2.270 -0.810
C 4.114 -0.504 2.505
C -1.384 -1.455 -0.935
C 2.392 -0.606 0.833
C -4.334 1.399 -1.941
C 0.502 -0.154 -0.652
C -3.463 3.413 -1.204
H 3.654 0.434 2.843
H 5.837 -1.081 1.327
H 5.104 0.484 0.869
H 2.496 -3.309 1.584
H -3.271 4.291 -0.594
H 0.917 -3.154 0.903
H 1.054 -2.247 3.439
H 1.037 0.717 -1.043
H 1.968 -3.676 3.970
H 6.060 0.338 2.367
H -2.618 3.989 -3.212
H 2.530 -2.054 4.403
H -3.461 0.322 -4.383
H 3.906 -2.989 2.595
H -4.880 0.459 -2.001
H 4.385 -1.101 3.378
H -2.601 1.773 -4.919
H -1.235 -3.491 -0.303
H -4.744 2.157 0.139
H -2.348 -1.577 -1.438
H -4.373 1.710 -5.014

=====

14
Properties=species:S:1:pos:R:3 method="wB97M-V/def2-TZVPD" orbital_gap_ev=10.76 fmax_ev_per_a=3.09
Cl -2.153 0.904 -1.003
F -2.739 -1.160 0.486
O 1.400 -1.600 -0.994
N 1.175 1.607 0.285
N 0.695 0.274 -0.088
C -0.410 -0.404 0.579
C -1.661 -0.717 -0.313
C 1.602 -0.462 -0.749
H 0.360 2.286 0.240
H 2.636 0.056 -0.936
H -0.006 -1.322 1.032
H -1.640 -1.377 -1.268
H 1.533 1.654 1.340
H -0.792 0.261 1.388

=====

9
Properties=species:S:1:pos:R:3 method="wB97M-V/def2-TZVPD" orbital_gap_ev="8.99 / 5.51" fmax_ev_per_a=2.98
Br -2.298 0.680 1.013
Br 0.041 3.035 -1.468
C 0.609 -0.342 0.687
C -0.685 0.219 0.176
C 0.017 -0.815 -0.636
H -0.471 -1.733 -0.581
H 0.681 -0.863 1.624
H 1.607 0.160 0.779
H 0.498 -0.341 -1.595

=====

58
Properties=species:S:1:pos:R:3 method="wB97M-V/def2-TZVPD" charge=+2 orbital_gap_ev="3.40 / 5.13" fmax_ev_per_a=5.67 s2=20.049 multiplicity=9
Mn -22.312 -33.747 -26.069
Cr -21.023 -30.002 -25.604
F -20.075 -31.289 -24.614
F -22.032 -31.602 -26.289
O -20.790 -32.695 -29.599
O -19.240 -31.861 -31.276
O -23.933 -29.159 -29.029
O -20.923 -33.730 -27.662
O -19.839 -30.438 -27.286
O -21.152 -33.065 -31.975
O -19.382 -34.198 -30.682
O -19.305 -35.769 -29.036
O -21.716 -31.723 -33.701
O -26.514 -33.579 -24.172
O -19.362 -30.238 -32.838
N -22.007 -28.977 -27.233
N -23.861 -33.714 -24.698
C -27.899 -33.570 -23.867
C -23.115 -27.966 -27.102
C -20.931 -28.394 -28.042
C -24.364 -29.126 -30.381
C -19.798 -31.205 -32.307
C -20.519 -33.670 -28.827
C -24.496 -34.647 -23.716
C -19.607 -34.727 -29.504
C -23.807 -27.862 -28.461
C -25.723 -34.013 -23.068
C -21.055 -31.973 -32.758
C -19.889 -29.445 -28.366
C -23.492 -35.250 -22.741
C -18.637 -31.243 -27.431
B -20.131 -32.958 -30.933
H -28.140 -33.174 -22.879
H -23.671 -32.864 -24.148
H -18.879 -29.106 -28.585
H -23.850 -28.457 -26.460
H -17.760 -30.627 -27.241
H -22.874 -26.979 -26.718
H -26.286 -34.853 -22.657
H -18.697 -32.073 -26.734
H -23.334 -27.169 -29.163
H -25.323 -28.616 -30.513
H -25.438 -33.276 -22.310
H -23.609 -28.734 -31.063
H -24.957 -35.551 -24.125
H -18.606 -31.632 -28.450
H -20.387 -27.543 -27.614
H -22.510 -29.625 -27.866
H -20.217 -30.039 -29.225
H -24.767 -33.372 -25.084
H -22.526 -35.522 -23.178
H -28.415 -32.903 -24.559
H -24.608 -30.136 -30.707
H -24.857 -27.576 -28.345
H -21.249 -27.929 -28.978
H -28.429 -34.518 -23.989
H -23.163 -34.413 -22.108
H -23.903 -36.088 -22.191